Record 1
One molecule with the formula C4H5N at a distorted geometry, computed with ωB97M-V with the def2-TZVPD basis set.

The HOMO-LUMO gap is 11.18 eV. The calculation puts the total energy at -5716.2403 eV. For the energy relative to the best compared isomer or geometry (same formula, charge and spin), the calculation gives 251.47 kJ/mol. The structure (SMILES) is C=CCC#N.

Positions of all 10 atoms, in Å:
C (-2.10, -0.54, -0.24)
C (-1.14, 0.12, 0.51)
C (0.11, 0.76, -0.23)
C (1.48, 0.10, -0.12)
N (2.40, -0.58, 0.13)
H (-2.16, -0.61, -1.23)
H (-3.13, -0.49, 0.38)
H (-1.35, 0.20, 1.56)
H (-0.12, 1.84, 0.09)
H (-0.17, 0.47, -1.17)

Results of the Löwdin charge analysis, in e, for atoms 1 through 5:
1. C 0.013
2. C -0.146
3. C -0.159
4. C -0.191
5. N 0.119


Record 2
C29H22BrN6SSeY as an isolated structure at a distorted geometry, computed with ωB97M-V with the def2-TZVPD basis set.

The HOMO-LUMO gap is 5.95 eV. The calculation puts the total energy at -186626.4683 eV. Its charge is +2.

Positions of all 61 atoms, in Å:
Y (0.01, -0.51, -0.20)
N (3.85, -0.43, 2.02)
C (5.03, -0.48, 1.26)
C (6.25, -0.63, 1.90)
C (7.43, -0.62, 1.17)
C (7.39, -0.47, -0.21)
C (6.18, -0.33, -0.86)
C (5.01, -0.33, -0.13)
S (3.44, -0.13, -0.96)
N (2.36, 0.23, 0.31)
C (2.66, 0.02, 1.56)
C (1.61, 0.35, 2.57)
C (1.95, 0.89, 3.80)
C (0.94, 1.17, 4.71)
C (-0.37, 0.88, 4.36)
C (-0.63, 0.36, 3.10)
N (0.34, 0.11, 2.21)
H (3.95, -0.62, 3.01)
H (6.28, -0.75, 2.97)
H (8.37, -0.74, 1.67)
H (8.31, -0.46, -0.78)
H (6.13, -0.23, -1.94)
H (2.97, 1.11, 4.05)
H (1.17, 1.62, 5.66)
H (-1.18, 1.07, 5.05)
H (-1.64, 0.13, 2.79)
Br (-6.60, -4.34, 0.03)
C (-5.37, -2.91, 0.02)
C (-5.82, -1.60, -0.01)
C (-4.92, -0.55, -0.03)
C (-3.53, -0.80, -0.01)
C (-3.10, -2.13, 0.03)
C (-4.00, -3.18, 0.04)
N (-2.53, 0.17, -0.05)
C (-2.77, 1.44, -0.03)
C (-1.71, 2.43, -0.08)
C (-2.02, 3.79, -0.01)
C (-1.00, 4.73, -0.01)
C (0.31, 4.29, -0.07)
C (0.54, 2.92, -0.17)
N (-0.43, 2.01, -0.17)
H (-6.88, -1.40, -0.02)
H (-5.31, 0.45, -0.06)
H (-2.03, -2.34, 0.06)
H (-3.66, -4.20, 0.07)
H (-3.78, 1.84, 0.03)
H (-3.05, 4.11, 0.04)
H (-1.23, 5.78, 0.05)
H (1.13, 4.99, -0.06)
H (1.56, 2.55, -0.24)
Se (1.12, -2.81, 0.74)
C (0.45, -4.59, 0.26)
C (-0.24, -5.31, 1.23)
C (-0.62, -6.62, 0.92)
N (-0.33, -7.17, -0.24)
C (0.35, -6.51, -1.14)
C (0.78, -5.20, -0.94)
H (-0.47, -4.88, 2.19)
H (-1.16, -7.23, 1.62)
H (0.57, -7.04, -2.06)
H (1.36, -4.69, -1.69)

Results of the Löwdin charge analysis, in e, for atoms 1 through 5:
1. Y 1.401
2. N 0.155
3. C -0.227
4. C 0.001
5. C -0.044


Record 3
A 2-piece molecular cluster, CH7O2 overall, computed with ωB97M-V with the def2-TZVPD basis set.

The HOMO-LUMO gap is 12.45 eV. The calculation puts the total energy at -5237.3005 eV. For the energy relative to the best compared isomer or geometry (same formula, charge and spin), the calculation gives 51.63 kJ/mol. Its charge is +1.

Positions of all 10 atoms, in Å:
O (0.82, -0.82, 1.41)
H (1.70, -1.15, 1.65)
H (0.41, -0.65, 2.28)
H (-1.80, 0.73, -0.34)
C (0.02, 0.61, -1.38)
O (-0.96, 0.25, -0.31)
H (0.82, 1.16, -0.92)
H (0.31, -0.33, -1.85)
H (-0.53, 1.26, -2.08)
H (-0.62, 0.22, 0.61)

Results of the Löwdin charge analysis, in e, for atoms 1 through 5:
1. O -0.033
2. H 0.083
3. H 0.070
4. H 0.192
5. C 0.081


Record 4
One molecule with the formula C3H2BrCl at a distorted geometry, computed with ωB97M-V with the def2-TZVPD basis set.

The HOMO-LUMO gap is 10.48 eV. The calculation puts the total energy at -85705.7335 eV. For the energy relative to the best compared isomer or geometry (same formula, charge and spin), the calculation gives 0.00 kJ/mol. The structure (SMILES) is ClCC#CBr.

Positions of all 7 atoms, in Å:
Cl (-1.49, 1.74, 0.01)
C (-1.05, 0.03, 0.06)
C (0.36, -0.11, 0.03)
C (1.54, -0.27, -0.06)
Br (3.40, -0.38, 0.02)
H (-1.53, -0.64, 0.84)
H (-1.24, -0.37, -0.90)

Results of the Löwdin charge analysis, in e, for atoms 1 through 5:
1. Cl 0.581
2. C -0.619
3. C -0.260
4. C -0.583
5. Br 0.705


Record 5
C32H34BrF2N4OTi as an isolated structure, computed with ωB97M-V with the def2-TZVPD basis set.

The HOMO-LUMO gap (alpha / beta) is 3.95 / 7.22 eV. Its expectation value of S² is 2.024. The calculation puts the total energy at -140335.7337 eV. The multiplicity is 3. For the energy relative to the best compared isomer or geometry (same formula, charge and spin), the calculation gives 71.08 kJ/mol. Its charge is -1.

Positions of all 75 atoms, in Å:
Ti (0.46, 1.90, 0.51)
O (-0.40, -0.23, 1.74)
C (-0.91, -1.41, 2.28)
C (-2.17, -1.92, 1.61)
C (-2.98, -2.83, 2.30)
C (-4.13, -3.30, 1.70)
C (-4.45, -2.85, 0.43)
C (-3.59, -1.96, -0.18)
N (-2.47, -1.51, 0.39)
H (0.03, -0.42, 0.87)
H (-1.14, -1.21, 3.32)
H (-0.16, -2.21, 2.26)
H (-2.71, -3.14, 3.30)
H (-4.78, -4.00, 2.22)
H (-5.35, -3.18, -0.08)
H (-3.80, -1.58, -1.17)
C (0.10, 3.96, 4.38)
C (1.11, 3.32, 5.14)
C (1.88, 2.36, 4.50)
C (1.64, 1.99, 3.18)
N (0.59, 2.57, 2.47)
C (-0.11, 3.57, 3.09)
C (2.50, 1.09, 2.41)
C (3.51, 0.32, 3.03)
C (4.35, -0.49, 2.29)
C (4.20, -0.55, 0.90)
C (3.19, 0.18, 0.30)
C (2.30, 1.00, 1.01)
H (-0.50, 4.76, 4.80)
H (1.32, 3.61, 6.16)
H (2.71, 1.91, 5.02)
H (-0.86, 4.06, 2.48)
H (3.63, 0.35, 4.11)
H (5.12, -1.07, 2.78)
H (4.87, -1.16, 0.31)
H (3.09, 0.10, -0.79)
Br (-2.36, 2.18, 0.69)
C (-2.68, 2.24, -1.19)
C (-3.95, 2.48, -1.62)
C (-4.21, 2.51, -3.01)
C (-3.20, 2.28, -3.90)
C (-1.88, 2.03, -3.45)
C (-0.83, 1.80, -4.37)
C (0.44, 1.59, -3.92)
C (0.71, 1.58, -2.53)
C (-0.26, 1.77, -1.57)
C (-1.58, 2.00, -2.06)
H (-4.74, 2.66, -0.91)
H (-5.22, 2.71, -3.35)
H (-3.39, 2.30, -4.96)
H (-1.05, 1.82, -5.43)
H (1.25, 1.43, -4.63)
H (1.75, 1.46, -2.23)
F (0.07, 4.64, -0.15)
C (1.25, 3.83, -0.01)
F (1.94, 4.03, -1.22)
H (1.84, 4.38, 0.73)
C (1.64, -4.56, -1.05)
C (1.18, -3.23, -1.62)
C (2.26, -2.65, -2.53)
C (-0.12, -3.42, -2.40)
N (0.91, -2.36, -0.45)
N (0.45, -1.06, -0.75)
H (1.87, -5.27, -1.85)
H (0.86, -4.99, -0.41)
H (2.54, -4.43, -0.45)
H (2.43, -3.29, -3.40)
H (3.20, -2.54, -1.99)
H (1.98, -1.66, -2.92)
H (0.01, -4.18, -3.17)
H (-0.44, -2.49, -2.88)
H (-0.92, -3.74, -1.72)
H (1.79, -2.23, 0.06)
H (-0.55, -1.07, -0.92)
H (0.91, -0.62, -1.54)

Results of the Löwdin charge analysis, in e, for atoms 1 through 5:
1. Ti 0.757
2. O -0.148
3. C -0.196
4. C -0.243
5. C -0.032


Record 6
An isolated ion of composition C3H3O3S and charge -1 at a distorted geometry, computed with ωB97M-V with the def2-TZVPD basis set.

The HOMO-LUMO gap is 7.50 eV. The calculation puts the total energy at -20138.4727 eV. For the energy relative to the best compared isomer or geometry (same formula, charge and spin), the calculation gives 0.00 kJ/mol. Its charge is -1. The structure (SMILES) is COC(=O)C([O-])=S.

Positions of all 10 atoms, in Å:
C (-1.65, -0.04, 0.10)
O (-0.41, -0.13, 0.66)
C (0.58, 0.10, -0.22)
O (0.19, 0.36, -1.34)
C (2.02, 0.06, 0.21)
O (2.59, 1.15, 0.12)
S (2.56, -1.46, 0.72)
H (-1.87, -0.88, -0.50)
H (-1.59, 0.86, -0.62)
H (-2.41, -0.01, 0.86)

Results of the Löwdin charge analysis, in e, for atoms 1 through 5:
1. C -0.126
2. O -0.052
3. C -0.526
4. O 0.040
5. C -1.002